[1]
Computed, not measured: C8H7NO3S in the gas phase in a non-equilibrium geometry, with ωB97M-V/def2-TZVPD.

Structure (XYZ):
```
20
Properties=species:S:1:pos:R:3:forces:R:3
C -1.951 -2.419 -0.597 -2.68 -1.88 0.12
C -2.235 -0.006 -1.418 1.08 0.05 0.30
C -0.914 -1.574 -0.273 3.20 -0.17 1.59
C -1.092 -0.211 -0.725 0.01 -0.67 -0.75
C 0.378 -1.706 0.346 -2.02 -4.65 1.05
C 1.085 -0.536 0.213 0.28 4.26 -0.78
C 0.097 0.588 -0.338 2.61 -0.11 -1.12
C 0.571 2.446 1.085 -0.99 1.63 -0.82
N 2.462 -0.362 0.426 -2.64 2.64 -1.03
O 3.092 -1.300 0.799 1.78 -2.73 0.99
O 2.924 0.794 0.264 -0.10 -0.15 -0.16
O -0.373 1.464 0.648 1.59 0.44 -0.21
S -3.128 -1.482 -1.419 -0.60 -0.49 -0.36
H -2.309 -3.498 -0.291 1.34 2.45 -0.63
H -2.499 0.890 -1.981 -0.28 -0.42 0.36
H 0.835 -2.572 0.931 -1.04 1.12 -1.17
H 0.710 1.001 -1.263 -1.46 0.14 1.82
H 0.004 3.087 1.704 -0.72 0.38 1.27
H 0.854 3.175 0.330 0.02 -0.42 -0.99
H 1.491 2.223 1.557 0.63 -1.41 0.55
```
Forces are in eV/Å.

Results
- Gap between HOMO and LUMO (spin up / spin down): 7.14 / 6.60 eV
- <S²>: 2.025
- Spin multiplicity: 3
- E: -987.435922 a.u.
- LUMO (spin up / spin down): 0.46 / -3.34 eV

These are the Mulliken partial charges, in e, on atoms 1 to 4: number 1, C, carries -0.1271; number 2, C, carries -0.3614; number 3, C, carries 0.4389; number 4, C, carries -0.4952

[2]
Computed, not measured: C8H7NO3Se in the gas phase in a non-equilibrium geometry, with ωB97M-V/def2-TZVPD.

Structure (XYZ):
```
20
Properties=species:S:1:pos:R:3:forces:R:3
C -0.357 -1.844 -0.165 -0.11 2.81 -0.41
C -1.484 -1.034 -0.342 2.21 -2.50 0.72
C 1.052 -1.497 -0.092 -0.10 2.58 -0.43
C -1.332 0.343 -0.195 0.34 2.74 0.66
C -0.127 0.976 -0.130 4.35 -4.71 -0.33
C 1.571 -0.187 -0.192 -7.33 0.49 1.10
C 2.030 -2.559 0.075 2.93 0.00 -0.82
C -2.478 1.221 0.199 -0.46 1.08 -1.85
N 0.325 2.268 0.011 -0.52 3.01 -1.35
O 1.836 -3.746 0.121 -0.34 0.21 0.29
O -0.253 3.158 -0.629 -0.54 -0.71 0.16
O 1.352 2.555 0.612 -0.55 -0.41 1.11
Se 3.150 0.612 -0.199 3.13 -1.88 -1.31
H -0.476 -2.837 0.064 -0.59 -2.47 -0.02
H -2.456 -1.539 -0.315 0.31 0.55 -0.04
H 3.157 -2.139 0.017 -1.95 -0.83 0.41
H -3.115 0.798 0.908 -0.45 -0.88 1.83
H -2.109 2.208 0.490 -0.44 -0.22 0.06
H -3.237 1.358 -0.595 0.75 0.14 -0.31
H 2.951 1.886 0.357 -0.64 1.01 0.54
```
Forces are in eV/Å.

Results
- Gap between HOMO and LUMO (spin up / spin down): 7.54 / 7.54 eV
- E: -2990.671100 a.u.
- LUMO (spin up / spin down): -1.33 / -1.33 eV

These are the Mulliken partial charges, in e, on atoms 1 to 4: number 1, C, carries -0.4617; number 2, C, carries -0.7795; number 3, C, carries 0.5514; number 4, C, carries 1.0705

[3]
Computed, not measured: C8H7NOS in the gas phase in a non-equilibrium geometry, with ωB97M-V/def2-TZVPD.

Structure (XYZ):
```
18
Properties=species:S:1:pos:R:3:forces:R:3
C -3.800 -0.009 0.334 1.01 -1.87 1.14
S -2.294 0.975 0.091 -0.65 0.52 -0.51
N -1.038 -0.180 0.090 -0.78 1.12 0.50
C 0.210 0.257 0.035 0.13 -1.50 0.19
C 1.007 1.413 0.222 -4.75 3.43 0.45
C 2.315 1.328 0.165 3.31 2.04 -0.62
C 3.056 0.148 -0.054 -0.30 -0.77 0.78
C 2.341 -1.020 -0.131 -0.13 1.83 -1.32
C 0.952 -0.918 -0.309 1.51 1.56 1.48
C -0.032 -1.753 -0.656 -1.29 -1.76 -1.18
O -0.580 -2.612 -1.192 -0.04 -0.16 0.16
H -4.675 0.584 0.466 -0.34 1.08 -0.24
H -3.712 -0.529 1.327 0.04 0.12 -1.03
H -4.009 -0.743 -0.468 0.38 0.42 0.38
H 0.465 2.454 0.380 1.29 -2.31 -0.30
H 2.892 2.301 0.180 -0.65 -1.24 0.27
H 4.134 0.221 -0.099 -0.07 -0.34 0.07
H 2.770 -1.916 -0.380 1.34 -2.16 -0.21
```
Forces are in eV/Å.

Results
- Gap between HOMO and LUMO (spin up / spin down): 6.88 / 6.88 eV
- Structure (SMILES): CS/N=C1\C=CC=CC1=C=O
- E: -837.116617 a.u.
- LUMO (spin up / spin down): -0.31 / -0.32 eV

These are the Mulliken partial charges, in e, on atoms 1 to 4: number 1, C, carries -0.8661; number 2, S, carries -0.0639; number 3, N, carries -0.3543; number 4, C, carries 0.6394

[4]
Computed, not measured: C8H8 in the gas phase in a non-equilibrium geometry, with ωB97M-V/def2-TZVPD.

Structure (XYZ):
```
16
Properties=species:S:1:pos:R:3:forces:R:3
C 2.371 -1.040 -0.070 -0.41 2.98 0.54
C 2.742 0.223 0.143 -2.14 -1.38 -0.63
C -2.121 -1.059 0.329 3.81 4.29 2.90
C -0.941 -0.747 -0.604 -1.50 -0.67 -1.19
C 1.284 -0.133 -0.022 3.32 1.23 0.33
C -0.775 -1.762 0.480 -0.70 0.20 -0.68
C 0.042 0.258 -0.152 -1.74 1.54 0.60
C -0.497 1.682 0.043 1.65 1.25 2.34
H 2.599 -2.024 -0.198 0.77 -2.38 -0.34
H 3.516 0.970 0.178 -0.01 -0.13 0.25
H -2.516 -0.329 1.164 0.95 -1.44 -1.74
H -2.822 -1.615 -0.086 -3.22 -2.69 -1.78
H -1.038 -0.784 -1.752 -0.01 -0.59 1.92
H -0.944 1.948 1.062 0.04 -1.21 -1.02
H -1.255 1.964 -0.677 0.20 0.11 -0.39
H 0.356 2.450 0.161 -1.01 -1.11 -1.10
```
Forces are in eV/Å.

Results
- Gap between HOMO and LUMO: 8.21 eV
- E: -309.314207 a.u.
- LUMO: 0.37 eV

These are the Mulliken partial charges, in e, on atoms 1 to 4: number 1, C, carries -0.6557; number 2, C, carries -0.6535; number 3, C, carries -0.6241; number 4, C, carries 0.0234

[5]
Computed, not measured: 2 unconnected molecules or ions with the total composition C8H8BrN in a non-equilibrium geometry, with ωB97M-V/def2-TZVPD.

Structure (XYZ):
```
18
Properties=species:S:1:pos:R:3:forces:R:3
C -0.978 -1.282 1.174 -0.01 2.03 -2.34
C 1.615 -0.712 -0.869 -2.42 0.70 -0.06
C 0.554 -1.293 -1.656 -0.56 0.11 0.71
C 1.398 0.366 -0.128 -0.36 -0.48 0.05
C -0.715 -0.921 -1.425 -0.76 0.96 -2.38
C 0.098 0.997 0.070 -0.66 1.24 1.01
C -0.985 0.082 -0.366 -0.32 -3.00 1.40
C -0.175 1.400 1.573 1.18 0.45 -1.31
N -1.128 -2.247 1.779 -0.03 -0.48 0.49
Br -2.779 0.668 -0.323 -0.17 0.35 -0.20
H 2.490 -1.188 -1.008 3.30 -1.08 0.08
H 0.823 -2.102 -2.322 -0.23 0.24 -0.39
H 2.063 0.864 0.494 2.06 0.42 0.60
H -1.502 -1.103 -2.229 0.78 -0.25 1.74
H 0.095 1.998 -0.450 -0.32 -0.96 -0.06
H 0.386 2.251 1.978 0.04 -0.16 -0.53
H -0.078 0.573 2.230 0.21 -0.84 0.44
H -1.183 1.649 1.480 -1.73 0.75 0.74
```
Forces are in eV/Å.

Results
- Gap between HOMO and LUMO: 8.65 eV
- E: -2938.269807 a.u.
- LUMO: -0.62 eV

These are the Mulliken partial charges, in e, on atoms 1 to 4: number 1, C, carries 0.1790; number 2, C, carries -0.7362; number 3, C, carries -0.2514; number 4, C, carries -0.6004

[6]
Computed, not measured: a molecular structure, C8H8BrN3S in a non-equilibrium geometry, with ωB97M-V/def2-TZVPD.

Structure (XYZ):
```
21
Properties=species:S:1:pos:R:3:forces:R:3
N 2.384 1.951 -0.515 3.18 1.84 -0.58
C 1.018 1.862 -0.422 9.02 7.27 -2.25
C 0.141 2.766 -0.674 -0.58 10.97 -4.23
C -1.102 2.317 -0.406 -3.75 7.12 -2.46
N -0.913 1.164 -0.116 -4.31 -8.72 4.94
N 0.357 1.017 0.075 -4.45 -11.35 3.70
C 0.816 -0.177 0.559 2.85 -4.93 -5.12
C 0.060 -1.449 0.253 -1.24 1.77 3.89
C -0.687 -2.054 1.223 -1.05 -1.12 -3.30
C -1.723 -3.033 0.675 -0.73 0.63 14.97
C -1.478 -3.107 -0.469 1.36 -1.13 -17.47
S -0.262 -1.950 -1.262 -2.22 -2.66 -1.52
Br -2.622 -4.152 -1.984 1.50 1.14 2.00
H -2.344 -3.672 1.387 0.71 1.18 -1.42
H -0.626 -1.880 2.216 0.19 0.82 2.97
H 1.788 -0.443 0.001 -0.73 0.94 0.71
H 1.089 -0.254 1.497 0.94 0.44 5.14
H -2.131 2.845 -0.412 1.95 -1.17 -0.41
H 0.372 3.774 -1.082 -0.05 -0.76 0.39
H 2.793 2.920 -0.668 -1.52 -1.64 -0.07
H 3.069 1.557 0.124 -1.08 -0.63 0.12
```
Forces are in eV/Å.

Results
- Gap between HOMO and LUMO: 8.59 eV
- E: -3445.858999 a.u.
- LUMO: 0.26 eV

These are the Mulliken partial charges, in e, on atoms 1 to 4: number 1, N, carries -0.5939; number 2, C, carries 1.0237; number 3, C, carries -1.0256; number 4, C, carries -0.1829

> Among the records above, which one has the highest E?

C8H8